1.
ORCA calculation (ωB97M-V/def2-TZVPD) on a structure of composition C27H43AuGe2N3O.

Properties
Net charge = +3
ΔE to the lowest compared entry with this formula, charge and spin = 0.4428 eV
Gap between HOMO and LUMO = 6.49 eV
Total energy = -5582.6573 Ha

```
77
Properties=species:S:1:pos:R:3:forces:R:3
Au -0.600 -0.159 -0.102 -0.2 -0.1 0.0
O -0.003 -0.311 2.368 -0.1 0.0 -0.1
C -0.189 -1.611 2.976 0.1 -0.1 0.0
C -1.630 -2.077 2.988 0.0 -0.1 -0.1
C -2.291 -2.049 1.599 0.0 0.0 0.0
C -1.502 -2.824 0.576 0.0 0.0 0.0
C -1.701 -4.190 0.433 0.1 0.0 0.1
C -0.926 -4.927 -0.445 0.0 0.0 0.0
C 0.062 -4.278 -1.177 0.0 0.0 0.0
C 0.208 -2.922 -1.024 0.2 0.0 0.0
N -0.556 -2.202 -0.175 -0.1 0.0 -0.1
H -0.385 0.374 2.933 0.0 -0.1 0.1
H 0.251 -1.609 3.973 -0.1 0.0 0.0
H 0.404 -2.286 2.358 0.1 0.0 0.1
H -2.242 -1.503 3.686 0.0 0.1 0.0
H -1.620 -3.104 3.363 -0.1 0.0 0.0
H -2.443 -1.015 1.271 0.0 0.0 0.0
H -3.291 -2.475 1.672 0.0 0.0 0.0
H -2.470 -4.666 1.026 0.0 0.0 0.0
H -1.087 -5.991 -0.556 0.0 0.0 0.0
H 0.705 -4.813 -1.862 0.0 0.0 0.0
H 0.965 -2.373 -1.571 -0.1 0.0 0.0
C -1.304 -1.106 -5.076 0.0 0.0 0.0
C -1.260 -1.376 -3.560 0.0 0.0 0.0
Ge -0.305 0.116 -2.751 0.0 0.1 -0.1
C -0.930 1.860 -3.342 0.1 0.0 0.1
C -0.062 3.061 -2.979 0.1 0.0 -0.1
C 1.618 0.026 -2.857 0.0 -0.1 -0.1
C 2.647 0.001 -2.004 -0.3 0.0 0.1
Ge 2.484 0.062 -0.054 0.4 0.1 -0.1
C 2.330 1.796 0.804 0.0 0.0 0.0
C 3.716 2.416 1.081 0.0 0.0 0.0
C 2.864 -1.547 0.967 -0.1 0.0 0.0
C 4.324 -2.025 0.865 0.0 0.0 0.0
C 4.069 -0.064 -2.384 0.1 0.0 0.0
C 5.025 0.218 -1.408 0.0 0.0 -0.1
C 6.381 0.188 -1.684 0.0 0.0 0.0
C 6.797 -0.132 -2.968 0.0 0.0 0.0
C 5.859 -0.422 -3.954 0.0 0.0 0.0
C 4.506 -0.395 -3.669 0.0 0.0 0.0
H -1.750 -1.965 -5.576 0.0 0.0 0.0
H -0.309 -0.969 -5.507 0.0 0.0 0.0
H -1.912 -0.237 -5.323 0.0 0.0 0.0
H -0.743 -2.310 -3.356 0.0 0.0 0.0
H -2.270 -1.453 -3.154 0.0 0.0 0.0
H -1.988 1.977 -3.102 0.0 0.0 0.0
H -0.888 1.718 -4.430 -0.1 0.0 0.0
H 0.014 3.233 -1.906 0.0 0.0 0.0
H -0.462 3.966 -3.437 0.0 0.0 0.0
H 0.953 2.938 -3.355 0.0 0.0 0.0
H 1.866 0.025 -3.924 0.1 0.0 0.0
H 1.792 1.649 1.741 0.0 0.0 0.0
H 1.743 2.448 0.156 0.0 0.0 0.0
H 4.349 1.764 1.684 0.0 0.0 0.0
H 3.578 3.337 1.646 0.0 0.0 0.0
H 4.241 2.670 0.162 0.0 0.0 0.0
H 2.197 -2.329 0.599 0.0 0.0 0.0
H 2.591 -1.336 2.001 0.0 0.0 0.0
H 4.618 -2.232 -0.163 0.0 0.0 0.0
H 4.425 -2.946 1.438 0.0 0.0 0.0
H 5.020 -1.301 1.285 0.0 0.0 0.0
H 4.730 0.495 -0.389 0.0 0.1 0.0
H 7.105 0.416 -0.913 0.0 0.0 0.0
H 7.853 -0.162 -3.201 0.0 0.0 0.0
H 6.191 -0.677 -4.951 0.0 0.0 0.0
H 3.800 -0.648 -4.449 0.0 0.0 0.0
C -1.619 4.943 1.273 0.0 0.0 0.0
N -1.960 4.057 0.138 0.0 0.0 0.0
C -2.848 4.593 -0.916 0.0 0.0 0.0
C -1.510 2.860 0.073 -0.1 0.0 0.1
N -1.112 1.769 0.018 0.2 0.1 -0.1
H -1.119 5.829 0.887 0.0 0.0 0.0
H -0.961 4.420 1.961 0.0 0.0 0.0
H -2.537 5.226 1.785 0.0 0.0 0.0
H -2.380 5.473 -1.353 0.0 0.0 0.0
H -3.802 4.862 -0.467 0.0 0.0 0.0
H -3.004 3.839 -1.681 0.0 0.0 0.0
```
Positions in Å, forces in eV/Å.


2.
ORCA calculation (ωB97M-V/def2-TZVPD) on a cluster of 9 separate species, C24H31N9 in total at a distorted geometry.

Properties
SMILES = c1ccncc1.c1ccncc1.CC#N.CC#N.CC#N.CC#N.CC#N.CC#N.CC#N
Gap between HOMO and LUMO = 10.19 eV
Total energy = -1425.8055 Ha

```
64
Properties=species:S:1:pos:R:3:forces:R:3
C 2.582 2.224 -0.250 -0.7 0.4 0.6
C 3.286 3.267 -1.022 -0.1 -1.6 1.0
N 4.028 3.956 -1.550 0.2 0.8 -0.6
H 1.587 2.590 0.069 0.2 -0.4 -0.7
H 3.054 2.070 0.726 0.5 0.1 -0.3
H 2.540 1.257 -0.775 -0.1 0.6 0.0
C -4.117 2.597 2.207 -1.7 -0.4 -1.4
C -3.810 2.926 0.766 0.3 -0.4 1.1
N -3.423 3.151 -0.294 -0.6 0.0 0.3
H -3.209 2.467 2.754 0.6 0.1 0.2
H -4.722 1.645 2.283 0.8 0.9 -0.3
H -4.762 3.382 2.627 0.4 -0.1 -0.1
C -4.345 -3.168 -1.110 -1.3 -1.0 0.9
C -3.645 -3.165 0.136 2.8 -1.2 3.6
N -3.043 -3.268 1.142 -1.7 0.6 -2.7
H -3.778 -3.506 -1.927 1.1 -0.3 -0.9
H -4.619 -2.164 -1.235 -1.0 1.3 -0.8
H -5.204 -3.856 -1.013 0.1 0.6 -0.1
C 0.257 2.343 4.669 0.6 0.9 -1.4
C 1.587 1.897 4.133 0.5 -0.6 -0.9
N 2.533 1.444 3.623 -1.6 0.9 1.0
H 0.062 1.760 5.542 -0.2 -0.1 0.7
H -0.501 2.083 3.898 0.5 0.2 0.5
H 0.221 3.464 4.841 0.2 -1.5 0.0
C 3.497 3.128 -5.086 1.2 -0.1 0.1
C 2.685 2.228 -4.215 2.1 2.2 -2.0
N 2.158 1.381 -3.681 -1.2 -1.5 1.3
H 4.262 2.497 -5.620 -1.1 0.4 0.3
H 4.152 3.857 -4.549 -1.0 -0.6 0.1
H 2.894 3.687 -5.814 0.1 -0.4 0.3
C -0.414 -3.519 3.833 -0.6 -2.4 2.1
C -0.756 -2.190 4.222 -0.3 1.4 0.1
N -1.030 -1.089 4.422 0.1 -0.4 0.1
H -0.008 -4.174 4.711 -0.8 1.3 -1.5
H 0.284 -3.505 3.055 1.4 0.1 -1.2
H -1.299 -4.003 3.401 0.1 0.0 0.3
C -0.451 -0.684 0.587 -1.6 -0.1 -1.4
C -0.941 0.613 0.990 0.7 1.8 0.0
N -1.147 1.724 1.235 -0.1 -1.1 0.2
H -1.347 -1.262 0.310 0.5 -0.1 0.1
H -0.005 -1.159 1.406 0.8 -0.7 1.1
H 0.206 -0.632 -0.293 -0.2 0.1 0.4
N 1.800 -3.079 1.362 1.0 0.1 -0.9
C 2.520 -2.092 1.950 -1.4 -1.1 -0.6
C 3.446 -1.361 1.280 2.2 2.8 0.4
C 3.699 -1.547 -0.078 -0.1 -1.6 -0.6
C 2.984 -2.560 -0.753 -0.3 -0.5 2.0
C 2.085 -3.340 0.070 -0.4 1.8 -1.0
H 2.207 -1.848 2.944 0.2 0.1 0.6
H 4.028 -0.514 1.829 -1.2 -1.7 -0.9
H 4.536 -1.051 -0.573 -0.5 0.2 0.1
H 3.125 -2.822 -1.808 -0.1 0.3 0.5
H 1.378 -3.992 -0.454 0.5 -0.3 0.4
N -1.293 -1.365 -2.814 -0.2 1.3 0.5
C -2.248 -0.624 -2.171 1.8 -0.7 -0.3
C -2.492 0.699 -2.418 -0.2 0.4 0.0
C -1.786 1.255 -3.454 0.0 1.8 -1.8
C -0.862 0.532 -4.196 0.4 0.5 0.3
C -0.550 -0.724 -3.756 -0.9 -2.5 0.2
H -2.668 -1.031 -1.272 -0.4 -0.7 0.0
H -3.171 1.299 -1.810 0.2 -0.3 -0.2
H -1.970 2.304 -3.777 0.1 -0.8 0.5
H -0.298 0.939 -5.030 -0.2 0.2 0.2
H 0.231 -1.371 -4.225 -0.6 0.8 0.4
```
Positions in Å, forces in eV/Å.


3.
ORCA calculation (ωB97M-V/def2-TZVPD) on a cluster of 2 separate species, C5H14 in total at a distorted geometry.

Properties
SMILES = CCC.CC
ΔE to the lowest compared entry with this formula, charge and spin = 1.6778 eV
Gap between HOMO and LUMO = 12.07 eV
Total energy = -198.8275 Ha

```
19
Properties=species:S:1:pos:R:3:forces:R:3
C 1.578 -1.580 1.157 -2.2 0.1 0.4
C 1.012 -2.551 0.038 -2.6 2.4 1.4
H 1.545 -0.445 0.954 -0.9 -1.8 0.4
H 1.246 -1.939 2.220 0.1 1.2 -2.0
H 2.588 -1.694 1.199 3.1 -0.7 0.1
H 0.132 -2.048 -0.453 0.6 -0.5 0.6
H 1.626 -2.729 -0.795 1.3 -0.7 -0.6
H 0.556 -3.415 0.524 0.6 -0.3 -0.3
C -0.817 1.236 0.052 -3.9 -0.5 1.3
C -1.182 2.717 0.035 -1.2 -0.7 -3.1
C -0.906 0.541 -1.256 1.6 -1.2 -1.5
H 0.136 1.198 0.386 3.2 -0.4 1.0
H -1.403 0.607 0.842 0.6 1.4 -1.1
H -2.339 2.790 -0.273 2.6 0.6 1.2
H 0.059 0.814 -1.806 -1.6 0.0 0.0
H -0.703 -0.547 -1.061 -0.8 0.9 -0.5
H -1.838 0.701 -1.875 1.1 -0.2 0.7
H -0.751 3.161 0.896 -0.8 0.8 1.3
H -0.538 3.183 -0.786 -1.1 -0.5 0.6
```
Positions in Å, forces in eV/Å.


- gap between HOMO and LUMO of number 1 (C27H43AuGe2N3O)?
  6.49 eV


- Which of these has the lowest gap between HOMO and LUMO?
  C27H43AuGe2N3O


- What is the formula in the first record?
  C27H43AuGe2N3O